(1)
An isolated molecule of C6H15NS, computed with the ωB97M-V functional and the def2-TZVPD basis.

The HOMO-LUMO gap comes out at 8.96 eV. For the LUMO energy, the calculation gives 0.0287 Eh. For the highest occupied orbital energy, the calculation gives -0.301 hartree. For the max |F|, the calculation gives 4.55 eV Å⁻¹. As for the total energy: -690.43041 Eh. As for the charge: 0.

Each atom is followed by the atoms it is bonded to, with distances in Å.
Positions of all 23 atoms, in Å:
1 C 3.153 0.397 0.101  C5 1.469, H9 1.079, H10 1.052, H11 1.128
2 C -1.317 -0.343 1.501  C6 1.527, H12 1.114, H13 1.067, H14 1.123
3 C -2.268 0.793 -0.355  C6 1.482, H15 1.167, H16 1.042, H17 1.078
4 C -1.109 -1.337 -0.891  C6 1.545, H18 1.130, H19 1.131, H20 1.019
5 C 1.843 -0.256 0.219  C1 1.469, S8 1.921, H21 1.015, H22 1.173
6 C -1.127 -0.081 0.008  C2 1.527, C3 1.482, C4 1.545, S8 2.039
7 N 0.824 2.296 -0.180  S8 1.587, H23 1.004
8 S 0.553 0.825 -0.708  C5 1.921, C6 2.039, N7 1.587
9 H 3.205 1.340 0.623  C1 1.079
10 H 3.899 -0.105 0.648  C1 1.052
11 H 3.407 0.354 -0.998  C1 1.128
12 H -2.265 -0.867 1.759  C2 1.114
13 H -0.611 -1.015 1.935  C2 1.067
14 H -1.368 0.637 2.047  C2 1.123
15 H -2.324 0.872 -1.519  C3 1.167
16 H -2.260 1.705 0.149  C3 1.042
17 H -3.080 0.109 -0.167  C3 1.078
18 H -0.284 -2.106 -0.818  C4 1.130
19 H -1.991 -2.018 -0.697  C4 1.131
20 H -1.081 -0.919 -1.820  C4 1.019
21 H 1.457 -0.288 1.157  C5 1.015
22 H 2.022 -1.322 -0.236  C5 1.173
23 H 0.856 2.979 -0.916  N7 1.004

***

(2)
A cluster of 2 separate species, C6H15NSi in total, computed with the ωB97M-V functional and the def2-TZVPD basis.

The HOMO-LUMO gap (alpha / beta) comes out at 8.35 / 6.54 eV. For the LUMO energy (alpha / beta), the calculation gives 0.0115 / 0.0032 Eh. For the highest occupied orbital energy (alpha / beta), the calculation gives -0.295 / -0.237 hartree. For the max |F|, the calculation gives 3.29 eV Å⁻¹. As for the total energy: -581.71269 Eh. As for the charge: 0.

Each atom is followed by the atoms it is bonded to, with distances in Å.
Positions of all 23 atoms, in Å:
1 C 1.204 -1.390 -0.144  C2 1.312, H9 1.127
2 C 2.095 -0.427 -0.104  C1 1.312, C3 1.570, C4 1.512
3 C 3.629 -0.750 -0.186  C2 1.570, H10 1.179, H11 1.068, H12 1.076
4 C 1.796 1.055 -0.140  C2 1.512, H13 1.041, H14 1.081, H15 1.032
5 C -2.262 1.988 0.165  Si8 1.921, H16 1.111, H17 1.073, H18 1.059
6 C -2.237 -0.914 1.493  Si8 1.947, H19 1.072, H20 1.069, H21 1.085
7 N -2.422 -0.422 -1.627  Si8 1.740, H22 1.039, H23 1.035
8 Si -1.820 0.136 -0.093  C5 1.921, C6 1.947, N7 1.740
9 H 1.416 -2.489 -0.020  C1 1.127
10 H 3.852 -1.603 0.597  C3 1.179
11 H 3.722 -1.236 -1.133  C3 1.068
12 H 4.329 0.068 -0.200  C3 1.076
13 H 2.245 1.403 0.732  C4 1.041
14 H 0.718 1.126 -0.151  C4 1.081
15 H 2.153 1.407 -1.041  C4 1.032
16 H -1.654 2.583 -0.551  C5 1.111
17 H -3.289 2.046 -0.138  C5 1.073
18 H -2.024 2.331 1.138  C5 1.059
19 H -2.262 -0.298 2.370  C6 1.072
20 H -3.179 -1.419 1.469  C6 1.069
21 H -1.440 -1.623 1.689  C6 1.085
22 H -1.764 -0.192 -2.397  N7 1.039
23 H -2.805 -1.379 -1.725  N7 1.035

***

(3)
A cluster of 3 separate species, C6H15O2 in total, computed with the ωB97M-V functional and the def2-TZVPD basis.

The HOMO-LUMO gap comes out at 5.83 eV. For the LUMO energy, the calculation gives 0.1392 Eh. For the highest occupied orbital energy, the calculation gives -0.075 hartree. For the max |F|, the calculation gives 6.49 eV Å⁻¹. As for the total energy: -387.94303 Eh. As for the charge: -1.

Each atom is followed by the atoms it is bonded to, with distances in Å.
Positions of all 23 atoms, in Å:
1 C 2.529 0.535 0.217  O2 1.270, H8 1.021, H9 1.183
2 O 2.767 1.089 -0.900  C1 1.270
3 C 0.536 0.934 0.646  C4 1.515, H10 1.058, H11 1.124
4 C -0.071 -0.443 0.479  C3 1.515, C5 1.635, C6 1.474, H12 1.168
5 C -1.454 -0.191 1.313  C4 1.635, H13 1.114, H14 1.061, H15 1.129
6 C -0.200 -0.826 -0.939  C4 1.474, C7 1.579, H16 1.168, H17 1.162
7 C -0.497 -2.368 -1.102  C6 1.579, H18 1.073, H19 1.137, H20 1.015
8 H 2.528 -0.460 0.443  C1 1.021
9 H 2.720 1.114 1.232  C1 1.183
10 H 0.587 1.646 1.427  C3 1.058
11 H 0.459 1.657 -0.212  C3 1.124
12 H 0.688 -1.196 0.950  C4 1.168
13 H -2.106 -1.090 1.399  C5 1.114
14 H -1.146 0.113 2.283  C5 1.061
15 H -1.858 0.701 0.753  C5 1.129
16 H 0.875 -0.616 -1.344  C6 1.168
17 H -0.898 -0.089 -1.505  C6 1.162
18 H -1.562 -2.384 -1.240  C7 1.073
19 H -0.078 -2.797 -0.136  C7 1.137
20 H 0.014 -2.794 -1.869  C7 1.015
21 H -0.507 2.186 -0.394  O23 1.064
22 H -2.079 2.613 -0.512  O23 0.963
23 O -1.246 2.665 -0.991  H21 1.064, H22 0.963

***

(4)
A cluster of 3 separate species, C6H15O4 in total, computed with the ωB97M-V functional and the def2-TZVPD basis.

The HOMO-LUMO gap comes out at 8.10 eV. For the LUMO energy, the calculation gives 0.1267 Eh. For the highest occupied orbital energy, the calculation gives -0.171 hartree. For the max |F|, the calculation gives 4.65 eV Å⁻¹. As for the total energy: -538.57477 Eh. As for the charge: -1.

Each atom is followed by the atoms it is bonded to, with distances in Å.
Positions of all 25 atoms, in Å:
1 O -1.757 -1.091 -0.636  C2 1.259
2 C -0.886 -0.958 -1.536  O1 1.259, O3 1.200, C4 1.534
3 O -0.945 -1.107 -2.725  C2 1.200
4 C 0.526 -0.747 -0.976  C2 1.534, C5 1.478, H9 1.177, H10 1.200
5 C 1.277 0.472 -1.344  C4 1.478, C6 1.595, H11 1.132, H12 1.110
6 C 0.742 1.611 -0.364  C5 1.595, C7 1.490, H13 1.036, H14 1.203
7 C 1.183 1.491 1.055  C6 1.490, C8 1.467, H15 1.087, H16 1.199
8 C 2.610 1.575 1.387  C7 1.467, H17 1.112, H18 1.087, H19 1.079
9 H 0.625 -0.949 0.179  C4 1.177
10 H 1.028 -1.808 -1.224  C4 1.200
11 H 2.248 0.195 -0.834  C5 1.132
12 H 1.254 0.956 -2.343  C5 1.110
13 H 1.009 2.585 -0.596  C6 1.036
14 H -0.461 1.617 -0.365  C6 1.203
15 H 0.565 2.246 1.531  C7 1.087
16 H 0.750 0.494 1.562  C7 1.199
17 H 3.263 1.914 0.553  C8 1.112
18 H 2.761 2.080 2.337  C8 1.087
19 H 3.119 0.645 1.587  C8 1.079
20 H -1.134 -1.650 0.726  O22 1.000
21 H -1.870 -1.661 2.045  O22 0.974
22 O -1.028 -1.972 1.667  H20 1.000, H21 0.974
23 H -1.415 -0.136 2.351  O25 0.924
24 H -1.283 0.875 1.050  O25 1.009
25 O -1.665 0.662 1.959  H23 0.924, H24 1.009

***

(5)
An isolated molecule of C6H15OP, computed with the ωB97M-V functional and the def2-TZVPD basis.

The HOMO-LUMO gap comes out at 9.76 eV. For the LUMO energy, the calculation gives 0.0375 Eh. For the highest occupied orbital energy, the calculation gives -0.321 hartree. For the max |F|, the calculation gives 0.20 eV Å⁻¹. As for the total energy: -654.15942 Eh. As for the charge: 0. As for the SMILES: COCPCC(C)C.

Each atom is followed by the atoms it is bonded to, with distances in Å.
Positions of all 23 atoms, in Å:
1 C 3.106 -0.866 -0.694  O2 1.411, H9 1.095, H10 1.087, H11 1.096
2 O 2.073 0.079 -0.874  C1 1.411, C3 1.412
3 C 1.839 0.861 0.277  O2 1.412, P4 1.885, H12 1.096, H13 1.093
4 P 0.929 0.012 1.693  C3 1.885, C5 1.854, H14 1.418
5 C -0.815 0.472 1.265  P4 1.854, C6 1.536, H15 1.095, H16 1.095
6 C -1.303 0.125 -0.149  C5 1.536, C7 1.526, C8 1.528, H17 1.095
7 C -2.280 1.168 -0.684  C6 1.526, H18 1.091, H19 1.094, H20 1.092
8 C -1.930 -1.268 -0.182  C6 1.528, H21 1.092, H22 1.092, H23 1.094
9 H 3.014 -1.392 0.261  C1 1.095
10 H 3.036 -1.592 -1.500  C1 1.087
11 H 4.087 -0.378 -0.730  C1 1.096
12 H 2.783 1.270 0.656  C3 1.096
13 H 1.223 1.705 -0.044  C3 1.093
14 H 0.907 -1.269 1.086  P4 1.418
15 H -1.450 -0.001 2.020  C5 1.095
16 H -0.890 1.548 1.456  C5 1.095
17 H -0.434 0.099 -0.814  C6 1.095
18 H -2.472 1.015 -1.748  C7 1.091
19 H -3.240 1.109 -0.162  C7 1.094
20 H -1.895 2.182 -0.556  C7 1.092
21 H -2.449 -1.439 -1.128  C8 1.092
22 H -1.180 -2.054 -0.072  C8 1.092
23 H -2.660 -1.386 0.623  C8 1.094

***

(6)
A cluster of 2 separate species, C6H16 in total, computed with the ωB97M-V functional and the def2-TZVPD basis.

The HOMO-LUMO gap comes out at 12.02 eV. For the LUMO energy, the calculation gives 0.0412 Eh. For the highest occupied orbital energy, the calculation gives -0.401 hartree. For the max |F|, the calculation gives 2.13 eV Å⁻¹. As for the total energy: -238.16240 Eh. As for the charge: 0. As for the SMILES: CCC.CCC.

Each atom is followed by the atoms it is bonded to, with distances in Å.
Positions of all 22 atoms, in Å:
1 C 0.128 -1.308 2.190  C2 1.538, H4 1.089, H5 1.099, H6 1.082
2 C -1.060 -1.751 1.320  C1 1.538, C3 1.517, H7 1.102, H8 1.100
3 C -2.148 -0.714 1.121  C2 1.517, H9 1.092, H10 1.087, H11 1.093
4 H -0.145 -1.030 3.207  C1 1.089
5 H 0.793 -2.148 2.436  C1 1.099
6 H 0.740 -0.549 1.722  C1 1.082
7 H -1.338 -2.727 1.751  C2 1.102
8 H -0.695 -2.222 0.395  C2 1.100
9 H -2.558 -0.675 0.109  C3 1.092
10 H -1.739 0.264 1.362  C3 1.087
11 H -3.051 -0.989 1.673  C3 1.093
12 C 1.917 1.261 -0.703  C13 1.525, H15 1.093, H16 1.094, H17 1.085
13 C 1.289 0.964 -2.061  C12 1.525, C14 1.519, H18 1.101, H19 1.095
14 C -0.142 1.473 -2.099  C13 1.519, H20 1.101, H21 1.085, H22 1.094
15 H 1.122 0.933 -0.030  C12 1.093
16 H 2.748 0.592 -0.458  C12 1.094
17 H 2.310 2.272 -0.710  C12 1.085
18 H 1.938 1.430 -2.818  C13 1.101
19 H 1.374 -0.090 -2.347  C13 1.095
20 H -0.152 2.451 -1.595  C14 1.101
21 H -0.582 1.665 -3.072  C14 1.085
22 H -0.749 0.898 -1.393  C14 1.094